No. 1
# C2H4FeI3O4S

A structure of composition C2H4FeI3O4S (wB97M-V/def2-TZVPD, the Open Molecules 2025 dataset).

For the HOMO energy (alpha / beta), the calculation gives -4.954 / -4.939 eV. The spin multiplicity is 5. The calculation puts the HOMO-LUMO gap (alpha / beta) at 7.4086 / 7.3863 eV. Its net charge is -1. The total energy is -79858.3733 eV. Its relative energy (zero: lowest compared OMol25 entry of this formula, charge and spin) is 0.000 eV. The expectation value of S² is 6.010.

```
15
Properties=species:S:1:pos:R:3:lowdin_charge:R:1
Fe 18.2296 -18.5009 15.9866 -0.362
I 17.2554 -19.2047 18.2689 0.053
I 20.9598 -18.6271 15.6862 -0.177
I 17.2408 -16.7789 14.1662 -0.175
C 18.8719 -22.6548 17.7660 -0.209
C 17.5335 -23.3096 17.4374 -0.151
O 17.0787 -22.5912 16.2684 -0.217
S 18.3372 -22.0585 15.3929 0.628
O 18.2443 -20.6355 15.2322 -0.419
O 18.5045 -22.8683 14.2285 -0.215
O 19.4686 -22.4310 16.5018 -0.195
H 19.5465 -23.3376 18.2845 0.133
H 18.7472 -21.7662 18.3843 0.048
H 16.7276 -23.2012 18.1542 0.131
H 17.6788 -24.3462 17.1239 0.127
```


No. 2
# C2H4GaO2

A structure of composition C2H4GaO2 (wB97M-V/def2-TZVPD, the Open Molecules 2025 dataset).

For the HOMO energy (alpha / beta), the calculation gives -15.189 / -15.875 eV. The spin multiplicity is 1. The calculation puts the HOMO-LUMO gap (alpha / beta) at 9.7479 / 7.2870 eV. Its net charge is +1. The total energy is -58597.3816 eV. Its relative energy (zero: lowest compared OMol25 entry of this formula, charge and spin) is 0.000 eV.

```
9
Properties=species:S:1:pos:R:3:lowdin_charge:R:1
C -0.3422 -0.4283 -0.1841 -0.016
C -0.8664 0.0829 0.9768 -0.314
O -1.8576 -0.4861 1.6246 -0.096
Ga -1.0597 -2.0490 1.1165 1.056
H -0.9814 -1.0534 -0.8347 0.072
H -0.3867 0.9461 1.4644 0.166
H 0.5700 0.0251 -0.6473 0.089
O 2.5539 1.0134 -1.6999 0.030
H 2.3701 1.9491 -1.8164 0.013
```


No. 3
# C2H4HgLiO

A structure of composition C2H4HgLiO (wB97M-V/def2-TZVPD, the Open Molecules 2025 dataset).

For the HOMO energy (alpha / beta), the calculation gives -6.097 / -6.757 eV. The spin multiplicity is 2. The calculation puts the HOMO-LUMO gap (alpha / beta) at 5.1364 / 5.7986 eV. Its net charge is 0. The total energy is -8561.8425 eV. Its relative energy (zero: lowest compared OMol25 entry of this formula, charge and spin) is 1.466 eV. The expectation value of S² is 0.760.

```
9
Properties=species:S:1:pos:R:3:lowdin_charge:R:1
O -1.3859 0.1035 0.6441 -1.023
Li -2.3025 0.3393 2.0917 0.664
Hg -1.8862 -0.1523 -1.1451 0.705
C 0.5807 0.0543 0.3974 -0.253
C 0.8315 -0.1566 -0.9930 -0.251
H 0.8785 1.0334 0.7991 0.060
H 0.8733 -0.7619 1.0737 0.061
H 1.1879 -1.1490 -1.2971 0.018
H 1.2227 0.6893 -1.5708 0.018
```


No. 4
# C2H4HgO4S

A structure of composition C2H4HgO4S (wB97M-V/def2-TZVPD, the Open Molecules 2025 dataset).

For the HOMO energy (alpha / beta), the calculation gives -9.019 / -9.009 eV. The spin multiplicity is 1. The calculation puts the HOMO-LUMO gap (alpha / beta) at 6.8118 / 7.3241 eV. Its net charge is 0. The total energy is -25327.9092 eV. Its relative energy (zero: lowest compared OMol25 entry of this formula, charge and spin) is 6.854 eV.

```
12
Properties=species:S:1:pos:R:3:lowdin_charge:R:1
Hg 0.8555 0.6699 -1.4089 1.257
S 2.3886 -0.0314 0.6257 0.672
O 3.6985 -0.6655 0.2783 -0.475
O 2.2163 1.3129 -0.1884 -0.671
O 1.2120 -0.8574 -0.1844 -0.673
O -0.9886 0.3301 -1.1481 -0.385
C -1.0717 -0.6742 0.2678 -0.003
C -1.7325 0.6221 0.0116 -0.205
H -0.8912 -1.7297 0.0480 0.111
H -1.4191 -0.9700 1.2663 0.103
H -1.4702 1.4595 0.6668 0.139
H -2.7977 0.5338 -0.2348 0.130
```


No. 5
# C2H4I2S

A structure of composition C2H4I2S (wB97M-V/def2-TZVPD, the Open Molecules 2025 dataset).

For the HOMO energy, the calculation gives -9.278 eV. The spin multiplicity is 1. The calculation puts the HOMO-LUMO gap at 8.9971 eV. Its net charge is 0. The total energy is -29173.8579 eV. Its relative energy (zero: lowest compared OMol25 entry of this formula, charge and spin) is 0.760 eV.

```
9
Properties=species:S:1:pos:R:3:lowdin_charge:R:1
C 1.4484 2.1418 2.0629 -0.216
C 1.8129 0.8958 1.7150 -1.322
S 0.2975 -2.0217 -1.1187 0.421
I 0.9798 -0.8838 2.5376 0.752
I 3.2716 0.6457 0.1843 0.727
H 1.6166 3.1409 1.5506 0.082
H 0.4389 -0.7196 -0.7875 -0.253
H 0.6372 2.1312 2.8052 0.038
H -0.7075 -1.5647 -1.8598 -0.229
```


No. 6
# C2H4IN2

A cluster of 2 separate species, C2H4IN2 in total (wB97M-V/def2-TZVPD, the Open Molecules 2025 dataset).

For the HOMO energy, the calculation gives -14.230 eV. The spin multiplicity is 1. The calculation puts the HOMO-LUMO gap at 8.0152 eV. Its net charge is +1. The total energy is -13209.4747 eV. Its relative energy (zero: lowest compared OMol25 entry of this formula, charge and spin) is 2.170 eV.

```
9
Properties=species:S:1:pos:R:3:lowdin_charge:R:1
C -0.4572 0.0755 -0.2405 -0.086
C 0.7220 2.0300 0.3417 -0.161
N 0.0406 1.2382 -0.2753 0.103
N 1.4671 2.9385 0.4082 0.334
I 0.9945 -2.5492 -0.3257 0.710
H -0.8196 -0.2613 0.8531 0.148
H -1.1025 -0.1746 -1.1014 0.102
H 1.9985 -1.7016 0.5798 -0.293
H 2.0905 3.4659 1.0078 0.142
```


No. 7
# C2H4INO2

A cluster of 3 separate species, C2H4INO2 in total (wB97M-V/def2-TZVPD, the Open Molecules 2025 dataset).

For the HOMO energy, the calculation gives -9.744 eV. Its SMILES is C#[N+][O-].C=O.I. The spin multiplicity is 1. The calculation puts the HOMO-LUMO gap at 10.4635 eV. Its net charge is 0. The total energy is -15820.1709 eV. Its relative energy (zero: lowest compared OMol25 entry of this formula, charge and spin) is 4.117 eV.

```
10
Properties=species:S:1:pos:R:3:lowdin_charge:R:1
C -1.1895 1.9345 -1.5792 0.145
C 0.4908 -0.0930 1.8404 -0.160
N -0.9484 0.8329 -1.6737 -0.226
O 0.1710 1.0228 1.5464 -0.020
O -0.5220 -0.2559 -1.8797 0.000
I 1.7685 -3.0303 -0.0241 0.534
H 0.6379 -2.1164 -0.5264 -0.414
H -1.7164 2.8593 -1.7095 0.088
H 0.8454 -0.2540 2.9033 0.097
H 0.4628 -0.8999 1.1025 -0.044
```


No. 8
# C2H4INO2

A cluster of 2 separate species, C2H4INO2 in total (wB97M-V/def2-TZVPD, the Open Molecules 2025 dataset).

For the HOMO energy (alpha / beta), the calculation gives -8.763 / -8.735 eV. The spin multiplicity is 1. The calculation puts the HOMO-LUMO gap (alpha / beta) at 7.9174 / 7.8793 eV. Its net charge is 0. The total energy is -15819.4234 eV. Its relative energy (zero: lowest compared OMol25 entry of this formula, charge and spin) is 4.865 eV.

```
10
Properties=species:S:1:pos:R:3:lowdin_charge:R:1
C 0.8152 0.8820 -0.5571 -0.200
C -0.2794 0.5980 0.4186 -0.630
N -0.5003 -1.6580 0.2986 -0.344
O 0.5317 -2.2940 0.3147 0.020
O -1.6560 -1.9147 0.5813 -0.106
I -2.2334 0.8759 -0.0658 1.003
H 0.5402 0.9585 -1.6483 0.091
H 1.6948 0.2154 -0.3663 0.092
H 1.2277 1.8858 -0.3897 0.075
H -0.1405 0.4512 1.4140 0.000
```


No. 9
# C2H4INS

An isolated molecule of C2H4INS (wB97M-V/def2-TZVPD, the Open Molecules 2025 dataset).

For the HOMO energy (alpha / beta), the calculation gives -8.309 / -8.295 eV. The spin multiplicity is 1. The calculation puts the HOMO-LUMO gap (alpha / beta) at 6.6191 / 6.5578 eV. Its net charge is 0. The total energy is -22561.3633 eV. Its relative energy (zero: lowest compared OMol25 entry of this formula, charge and spin) is 2.941 eV.

```
9
Properties=species:S:1:pos:R:3:lowdin_charge:R:1
C -0.6283 -0.2983 0.3294 -0.470
C -1.0785 0.6890 -0.5027 0.001
N 0.1408 -1.3066 -0.1608 -0.270
S 2.2979 1.7070 0.3991 -0.321
I 2.3822 -0.4862 -0.2341 0.718
H -0.8576 -0.4524 1.4069 0.111
H -1.8413 1.5102 -0.1776 0.092
H -0.7329 0.7566 -1.5820 0.082
H 0.3177 -2.1192 0.5218 0.058
```


No. 10
# C2H4INS

An isolated molecule of C2H4INS (wB97M-V/def2-TZVPD, the Open Molecules 2025 dataset).

For the HOMO energy (alpha / beta), the calculation gives -8.270 / -8.272 eV. The spin multiplicity is 1. The calculation puts the HOMO-LUMO gap (alpha / beta) at 7.1479 / 7.1504 eV. Its net charge is 0. The total energy is -22560.9302 eV. Its relative energy (zero: lowest compared OMol25 entry of this formula, charge and spin) is 3.374 eV.

```
9
Properties=species:S:1:pos:R:3:lowdin_charge:R:1
C -0.3401 -0.8300 0.0697 -0.577
C 0.1128 0.5571 0.6440 -0.624
N 0.4530 -1.3567 -0.9769 -0.573
S 0.7425 1.7524 -0.6052 0.318
I 0.4287 0.0209 -2.3581 1.095
H -0.2488 -1.4134 1.0048 0.109
H -1.4491 -0.5168 -0.2298 0.119
H -0.7141 1.1682 1.0882 0.058
H 1.0152 0.6183 1.3633 0.076
```